Record 1
ORCA calculation (the ωB97M-V functional and the def2-TZVPD basis) on 4 unconnected molecules or ions with the total composition C4H12N4O8 at a distorted geometry.

Geometry as XYZ:
```
28
Properties=species:S:1:pos:R:3:mulliken_charge:R:1
O -0.3770 -3.4207 -0.1883 -0.5320
C -0.6286 -0.2399 3.9487 -0.0810
O 0.2859 -3.5088 -2.2826 -0.5480
N 0.9840 2.4568 -3.8041 0.8311
N 0.1130 -1.5182 4.2587 0.9027
O 0.7728 2.1726 -0.1526 -0.5585
H -1.6582 -0.4781 4.2158 0.3200
H 0.3682 3.4655 -2.0463 0.2877
O -0.7900 1.0603 -1.0934 -0.5251
H 1.0250 -0.4951 0.3935 0.4006
H 1.1128 1.8399 -1.7695 0.2672
H 0.6165 0.6331 1.6939 0.3927
H -0.1369 0.6428 4.3576 0.3143
N -0.1800 -2.9738 -1.3042 0.9711
H 0.0387 -0.9261 -1.5531 0.2647
O 0.3378 -1.7857 5.4071 -0.5364
H -0.5775 1.9720 -2.3358 0.3318
O 2.0685 3.0265 -4.0118 -0.5339
H -0.6409 -0.1590 2.8617 -0.3379
H -1.3451 -1.7334 -2.3979 0.3328
C 0.4135 2.4248 -2.3671 -0.6040
H -0.7324 -0.3459 0.9898 0.2960
H -1.3892 -1.3704 -0.5876 0.2646
O 0.3727 1.8498 -4.7103 -0.5305
O 0.4678 -2.2835 3.3396 -0.5154
N 0.0398 1.1914 -0.2056 0.9452
C -0.7933 -1.6246 -1.4641 -0.7098
C 0.2323 0.1278 0.8078 -1.1101
```

Results
structure (SMILES) = C[N+](=O)[O-].C[N+](=O)[O-].C[N+](=O)[O-].C[N+](=O)[O-]
spin multiplicity = 1
net charge = 0
LUMO energy = -1.338 eV
ΔE to the lowest compared entry with this formula, charge and spin = 354.8 kJ/mol
HOMO-LUMO gap = 0.3361 Eh


Record 2
ORCA calculation (the ωB97M-V functional and the def2-TZVPD basis) on 4 unconnected molecules or ions with the total composition C4H12N4O8.

Geometry as XYZ:
```
28
Properties=species:S:1:pos:R:3:mulliken_charge:R:1
H -8.5544 19.2235 -5.9037 0.3048
H -9.6369 19.7613 -7.3211 0.2403
N -10.4351 20.0651 -5.4215 0.8944
H -8.0463 19.9763 -11.6345 0.2837
C -9.5415 19.3079 -6.3450 -0.6172
H -12.9511 16.9377 -6.9852 0.1433
H -9.1228 19.0377 -10.5669 0.1672
O -10.1344 19.6536 -13.0064 -0.5281
H -7.7736 18.2190 -11.4839 0.2925
C -13.4925 19.4486 -10.1326 -0.7952
H -14.1127 15.6401 -6.6548 0.3248
O -12.3496 19.1874 -8.1483 -0.4469
H -14.5932 17.0551 -7.6102 0.2592
C -8.5098 19.0112 -11.4645 -0.5889
O -11.1850 20.8696 -5.9280 -0.4926
N -9.4879 18.7255 -12.5626 0.9051
H -14.3916 19.4102 -9.5292 0.2984
O -10.3927 19.7824 -4.2402 -0.5630
H -13.3409 18.5107 -10.6688 0.2848
H -9.9278 18.2871 -6.3461 0.2344
C -13.7783 16.3671 -7.3870 -0.5765
O -9.5970 17.5691 -12.9044 -0.5327
O -11.3123 20.0868 -9.8014 -0.5579
O -14.1184 14.6790 -8.8993 -0.5222
H -13.5858 20.2209 -10.8903 0.3228
O -12.6880 16.2037 -9.4236 -0.5203
N -12.3033 19.6237 -9.2800 0.8978
N -13.4936 15.6814 -8.6677 0.8880
```

Results
structure (SMILES) = C[N+](=O)[O-].C[N+](=O)[O-].C[N+](=O)[O-].C[N+](=O)[O-]
spin multiplicity = 1
net charge = 0
LUMO energy = -0.083 eV
ΔE to the lowest compared entry with this formula, charge and spin = 34.4 kJ/mol
HOMO-LUMO gap = 0.4053 Eh


Number 1: DFT total energy -26668.2849 eV. Number 2: DFT total energy -26671.6051 eV.